(1)
Here is a structure of composition C5H12N2 at a distorted geometry from the OMol25 dataset. Energies are from wB97M-V/def2-TZVPD.

```
19
Properties=species:S:1:pos:R:3:forces:R:3:lowdin_charge:R:1
C 0.7666 1.1619 1.1815 -0.1 0.1 0.0 -0.089
N 0.6416 -1.7480 1.1005 0.2 0.4 -0.2 0.072
C 0.8330 -1.0739 -0.0990 -2.0 -0.8 -1.8 -0.271
C 0.7852 0.4404 -0.1561 -1.1 0.6 0.1 -0.313
H 1.1936 -2.5557 1.3502 -0.5 0.3 -0.1 0.094
H -0.0442 -1.3611 1.7306 0.4 -0.3 0.2 0.089
H 1.6166 -1.5075 -0.7151 0.0 -0.1 0.3 0.132
H 1.6287 0.8059 -0.7483 0.0 0.0 0.1 0.125
H -0.1000 0.8851 1.7914 0.1 -0.1 -0.1 0.066
H 1.6774 0.9714 1.7559 -0.1 0.1 0.0 0.075
H 0.6520 2.2346 1.0065 0.1 -0.1 0.0 0.080
N -0.5760 -1.1776 -1.0902 1.9 0.0 0.6 0.061
C -0.5493 0.6751 -1.0241 0.1 1.3 0.8 -0.292
C -1.7945 1.1522 -0.6170 1.0 0.0 0.0 -0.114
H -0.6024 -1.3742 -2.0906 0.0 -0.6 0.6 0.093
H -1.4115 -1.3873 -0.5478 0.2 -0.2 -0.5 0.084
H -0.2388 1.0695 -1.9933 -0.2 -0.3 -0.1 0.097
H -2.2667 1.9573 -1.1671 -0.2 -0.4 -0.1 0.005
H -2.2113 0.8321 0.3320 0.0 0.3 0.2 0.006
```
Positions in Å, forces in eV/Å.

F_max (eV/Å): 2.8
Gap between HOMO and LUMO (eV): 6.85
Spin multiplicity: 1
E_HOMO (eV): -6.1

(2)
Here is a cluster of 2 separate species, C6H9N in total from the OMol25 dataset. Energies are from wB97M-V/def2-TZVPD.

```
16
Properties=species:S:1:pos:R:3:forces:R:3:lowdin_charge:R:1
C 0.8982 -2.3840 1.0676 -0.2 0.0 0.2 -0.046
C 0.1617 -1.3114 0.9372 0.2 0.3 -0.2 -0.081
C -0.2478 -0.1295 0.5725 0.3 -0.2 -0.1 -0.191
C -1.5050 0.7357 0.5598 -0.2 0.0 0.0 -0.071
C -0.7353 1.7252 -0.3241 -0.3 0.4 0.1 -0.260
C 0.5036 0.9331 -0.2485 0.1 0.1 0.3 -0.275
N -0.2482 1.0128 -1.5140 -0.1 0.1 -0.1 0.074
H 0.9236 -3.1357 0.2792 -0.2 0.1 0.2 0.069
H 1.6041 -2.5017 1.8851 -0.3 -0.1 0.1 0.064
H 2.1475 -1.1420 -0.2470 0.4 0.1 -0.3 0.071
H -1.7223 1.1645 1.5426 0.0 -0.1 -0.1 0.113
H -2.4133 0.2979 0.1376 0.1 0.0 0.0 0.111
H -0.8033 2.8050 -0.3083 -0.2 -0.1 -0.1 0.134
H 2.0567 -0.5167 -0.6275 0.5 -0.2 -0.4 0.068
H 1.5185 1.3220 -0.1826 -0.4 -0.3 0.1 0.125
H 0.2187 1.6887 -2.1188 -0.1 -0.1 0.1 0.096
```
Positions in Å, forces in eV/Å.

Structure (SMILES): C=C=C1C[C@@H]2N[C@H]12.[H][H]
F_max (eV/Å): 0.6
Gap between HOMO and LUMO (eV): 10.19
Spin multiplicity: 1
E_HOMO (eV): -9.1

(3)
Here is a cluster of 2 separate species, C18H16N2O in total at a distorted geometry from the OMol25 dataset. Energies are from wB97M-V/def2-TZVPD.

```
37
Properties=species:S:1:pos:R:3:forces:R:3:lowdin_charge:R:1
C 5.4523 -1.8457 -0.6300 0.0 0.5 0.0 -0.049
O 5.1199 -0.4369 -0.5946 -0.8 -0.2 0.0 -0.056
C 3.8068 -0.1075 -0.6162 -0.2 0.0 0.1 -0.234
C 3.4565 1.2689 -0.5458 0.5 -0.7 -0.1 0.023
C 2.1377 1.6377 -0.5358 -0.5 -0.2 0.1 0.004
C 1.0726 0.6727 -0.6140 0.7 0.1 -0.1 -0.195
C -0.2542 1.1564 -0.5146 0.4 0.0 0.2 0.081
C -1.4869 0.4543 -0.5292 -1.2 -0.4 0.3 -0.191
C -2.6913 1.2311 -0.5915 0.6 -0.2 0.0 0.009
C -3.9366 0.6333 -0.6161 0.1 -0.2 0.0 -0.022
C -4.0622 -0.7649 -0.5946 0.2 0.4 -0.1 -0.252
C -5.4100 -1.4122 -0.6394 -0.2 -0.2 0.0 -0.044
C -2.9027 -1.5435 -0.5141 0.3 0.1 0.1 -0.025
C -1.6472 -0.9616 -0.4291 -0.1 0.4 -0.2 0.003
C 1.4612 -0.6895 -0.7714 0.0 0.2 0.2 0.003
C 2.7825 -1.0776 -0.7132 0.2 0.1 -0.1 0.000
H 6.5393 -1.8566 -0.6123 -0.1 -0.1 0.0 0.096
H 5.0473 -2.3670 0.2465 0.1 0.2 -0.1 0.101
H 5.0792 -2.3202 -1.5464 0.1 0.2 0.1 0.097
H 4.2630 1.9963 -0.4875 -0.2 -0.1 0.0 0.130
H 1.8715 2.6939 -0.4521 0.1 -0.3 0.1 0.128
H -0.3411 2.2469 -0.5166 0.0 -0.3 0.1 0.129
H -2.5975 2.3183 -0.6136 -0.1 -0.3 0.0 0.123
H -4.8407 1.2403 -0.6540 0.3 -0.1 0.0 0.124
H -5.2990 -2.5025 -0.6523 -0.2 0.2 0.0 0.079
H -6.0117 -1.1339 0.2375 0.2 -0.1 -0.2 0.096
H -5.9690 -1.1055 -1.5343 0.1 -0.1 0.2 0.091
H -2.9963 -2.6312 -0.5013 0.1 0.3 0.1 0.118
H -0.7910 -1.6072 -0.2617 -0.4 0.2 0.0 0.090
H 0.7240 -1.4623 -0.9547 0.3 0.2 0.0 0.092
H 3.0306 -2.1398 -0.7648 -0.2 0.5 -0.1 0.108
C -0.0681 1.3227 2.8961 0.0 -0.6 -0.7 -0.204
C -1.3095 1.8404 3.2167 -2.5 0.5 0.4 -0.349
N -2.3980 2.2181 3.4529 1.6 -0.5 -0.4 0.081
C 1.0685 2.0833 3.0999 2.2 0.9 0.1 -0.348
N 2.0746 2.6768 3.2338 -1.4 -0.8 -0.3 0.083
H 0.0257 0.2742 2.6175 0.0 0.3 0.2 0.078
```
Positions in Å, forces in eV/Å.

F_max (eV/Å): 2.6
Gap between HOMO and LUMO (eV): 3.88
Spin multiplicity: 1
E_HOMO (eV): -6.5

(4)
Here is a cluster of 8 separate species, C62H136N8O8 in total at a distorted geometry from the OMol25 dataset. Energies are from wB97M-V/def2-TZVPD.

```
214
Properties=species:S:1:pos:R:3:forces:R:3:lowdin_charge:R:1
C 0.3029 -1.3491 3.8007 1.2 -1.0 -0.4 -0.022
C -0.0077 -2.8291 3.5085 0.3 -0.7 -0.2 -0.494
C -1.4376 -2.9976 3.0347 -0.7 0.4 0.3 -0.132
C -1.7318 -4.4459 2.6126 -1.1 0.4 0.5 -0.170
C -0.8588 -4.8211 1.4624 -0.2 0.2 -0.1 -0.163
C 0.6149 -4.7078 1.7637 0.5 -0.4 1.1 -0.475
N 0.8709 -3.3372 2.4007 0.0 -0.8 -0.6 -0.052
O 2.2552 -3.2115 2.6821 0.0 0.4 0.0 -0.044
C 1.0597 -5.8823 2.6886 -0.3 1.7 1.2 -0.009
C 1.3721 -4.8240 0.4625 2.2 0.3 0.1 -0.039
C 0.1638 -3.5577 4.8715 -1.0 -0.3 -0.7 -0.019
H -0.2056 -1.1842 4.7567 0.3 0.8 -0.4 0.083
H 0.0562 -0.6806 2.9872 -0.8 0.1 0.0 0.051
H 1.4065 -1.2264 3.8231 -0.6 -0.2 0.8 0.076
H -2.0772 -2.5470 3.8383 0.2 -0.8 -0.5 0.135
H -1.6476 -2.3353 2.1763 0.3 -0.3 0.0 0.097
H -2.7749 -4.5569 2.3157 -0.2 0.3 -0.2 0.110
H -1.6477 -5.2263 3.3667 0.3 0.4 0.6 0.105
H -1.1364 -4.2238 0.6027 0.2 0.4 -0.4 0.102
H -1.1002 -5.8310 1.1968 0.1 -0.8 -0.4 0.125
H 0.3498 -5.9987 3.4987 -0.3 -0.3 0.0 0.055
H 1.1674 -6.8132 2.1972 0.2 -0.8 -0.7 0.076
H 1.9822 -5.6493 3.2426 0.1 -0.2 -0.5 0.080
H 2.4919 -4.7979 0.6139 -1.1 -0.1 0.0 0.106
H 1.1661 -5.6684 -0.1937 -0.4 -0.4 0.5 0.087
H 1.1507 -3.9652 -0.1126 -0.2 1.1 -0.8 0.048
H 1.1728 -3.4057 5.1351 1.2 0.1 0.9 0.063
H -0.0709 -4.6271 4.9094 0.2 0.2 -0.4 0.070
H -0.5136 -3.1201 5.6059 0.2 0.3 0.1 0.089
H 2.5699 -3.9090 3.2849 -0.5 0.1 0.0 0.080
C -4.4864 -4.2927 -1.3780 -0.5 -1.0 -0.4 -0.020
C -4.5541 -5.1318 -2.7338 -1.7 -0.2 2.1 -0.481
C -4.7191 -4.0758 -3.8150 2.0 -0.2 -0.6 -0.145
C -3.3748 -3.3852 -4.1881 -1.3 -1.0 -1.5 -0.173
C -2.5180 -4.5399 -4.7229 1.0 -0.3 1.7 -0.107
C -2.2051 -5.5917 -3.5517 1.0 0.7 -0.6 -0.492
N -3.4730 -6.0620 -2.9893 0.0 -0.5 -0.4 -0.071
O -3.1778 -6.7629 -1.7792 1.6 2.7 0.4 0.000
C -1.4485 -6.7963 -4.0866 -0.4 0.4 -1.0 -0.038
C -1.2365 -5.0094 -2.5487 -0.7 0.9 0.5 -0.039
C -5.9013 -6.0099 -2.7033 1.0 2.1 -0.7 -0.015
H -4.2949 -4.7894 -0.4166 0.2 -0.5 -0.6 0.075
H -5.5034 -3.8978 -1.2733 0.3 0.5 0.0 0.072
H -3.7472 -3.5183 -1.4848 0.1 0.6 0.0 0.046
H -4.8710 -4.5770 -4.7635 -1.1 -0.2 -0.1 0.110
H -5.4939 -3.3805 -3.5632 -0.6 0.2 0.1 0.113
H -2.8792 -2.7816 -3.4356 0.0 0.0 0.2 0.096
H -3.5828 -2.7908 -5.1061 0.1 0.3 0.8 0.118
H -1.5993 -4.0069 -5.0552 -0.1 -1.2 -0.1 0.097
H -3.0126 -5.1129 -5.5283 0.2 0.6 0.1 0.124
H -2.1062 -7.2156 -4.8298 0.2 -0.7 -0.5 0.082
H -0.4800 -6.5160 -4.4915 -0.1 0.4 -0.5 0.088
H -1.1636 -7.5213 -3.3557 -0.4 -0.5 0.8 0.073
H -1.6842 -4.2429 -1.9316 0.0 0.5 0.1 0.065
H -0.9121 -5.7665 -1.8813 0.3 -0.8 0.7 0.064
H -0.3613 -4.6286 -3.0364 0.4 0.3 -0.3 0.061
H -5.9375 -6.7218 -1.8985 0.2 -0.4 0.2 0.062
H -5.9953 -6.4755 -3.7023 -0.2 0.1 0.6 0.087
H -6.6936 -5.2574 -2.5132 0.0 -0.7 -0.3 0.079
H -3.5981 -7.5808 -1.7434 -1.4 -2.1 -0.7 0.070
C -4.4816 1.0110 -1.8720 2.2 0.8 -0.9 -0.050
C -4.9684 1.1570 -0.4699 -0.9 1.0 0.2 -0.491
C -5.9316 -0.0189 -0.2492 -0.8 -0.1 0.8 -0.135
C -6.0889 -0.4665 1.2041 0.0 1.1 1.2 -0.155
C -4.7196 -0.5854 1.9340 -0.3 -0.4 -1.3 -0.138
C -3.9265 0.7081 1.8488 -1.0 0.9 -0.3 -0.491
N -3.7392 1.0541 0.3751 -0.1 -1.6 1.7 -0.055
O -3.0017 2.2496 0.3865 0.4 0.4 -0.8 -0.063
C -4.6605 1.8321 2.6207 1.4 2.2 -2.3 -0.014
C -2.5974 0.5154 2.5476 1.0 0.2 -1.0 -0.047
C -5.6894 2.5235 -0.3592 -1.1 -0.2 -1.3 -0.030
H -5.1387 1.2484 -2.6944 -0.8 -0.4 0.1 0.091
H -4.0550 0.0185 -1.9376 0.0 -0.3 -0.5 0.076
H -3.6421 1.7176 -2.0683 -0.4 -0.4 0.4 0.074
H -6.9466 0.1866 -0.6485 0.5 0.5 0.2 0.133
H -5.6597 -0.8585 -0.8648 0.7 -0.6 -0.1 0.092
H -6.7361 -1.3567 1.2573 0.5 0.2 0.1 0.111
H -6.6151 0.3416 1.7887 0.1 -0.7 -0.7 0.116
H -4.0685 -1.2574 1.3916 0.0 -0.9 -0.2 0.105
H -4.7981 -0.9511 2.9624 -0.1 0.2 -0.1 0.123
H -3.8812 2.6084 2.8633 -0.9 -0.7 0.1 0.091
H -5.3964 2.3972 1.9885 0.5 -0.9 0.9 0.074
H -5.0876 1.4455 3.4886 -0.8 -0.5 1.6 0.063
H -1.9677 -0.2729 2.1288 0.1 0.4 -0.8 0.045
H -2.0402 1.4691 2.6533 -0.2 -0.7 -0.1 0.102
H -2.7381 0.0495 3.4864 -0.6 0.1 1.5 0.071
H -6.1526 2.7909 -1.3462 0.3 -0.5 0.7 0.098
H -4.9948 3.3055 -0.1982 0.8 0.7 0.4 0.046
H -6.5006 2.6036 0.3607 0.1 -0.3 0.2 0.073
H -2.2439 2.0987 -0.2278 -0.7 0.1 0.3 0.073
C 1.4455 0.9947 6.3763 0.5 0.0 1.2 -0.029
C 2.9690 1.0048 6.5522 1.0 -0.8 0.2 -0.510
C 3.6061 0.1571 5.4242 0.1 0.5 -0.3 -0.136
C 3.5051 0.8843 4.0463 1.1 -1.7 0.1 -0.174
C 4.2932 2.1779 4.1149 0.1 0.4 -1.1 -0.162
C 3.8337 3.1431 5.2200 -0.3 -1.0 0.6 -0.524
N 3.6652 2.3211 6.4619 -0.9 1.1 1.3 -0.051
O 3.2269 3.2194 7.5884 0.3 -1.0 -1.2 -0.048
C 5.0295 4.0690 5.4958 -1.6 0.8 0.4 -0.038
C 2.5995 3.9828 4.7720 1.8 -0.7 -1.6 -0.014
C 3.4156 0.3600 7.9289 -1.2 0.8 0.1 -0.037
H 0.9519 1.5755 7.1491 0.0 0.0 0.4 0.076
H 1.0368 -0.0291 6.4234 0.2 0.5 -0.3 0.085
H 1.2204 1.5084 5.4782 -0.5 0.0 -1.2 0.045
H 4.6688 0.0891 5.6939 0.0 0.0 -0.3 0.118
H 3.2424 -0.8958 5.4073 -0.2 0.8 0.0 0.115
H 2.5103 1.1247 3.7385 -1.0 0.0 0.1 0.079
H 3.8369 0.1354 3.2625 0.1 1.1 0.6 0.125
H 4.2238 2.7316 3.1402 0.0 -0.4 0.7 0.123
H 5.3608 2.0185 4.2651 0.1 -0.4 0.1 0.115
H 4.6244 4.9852 5.9979 0.8 -0.6 -0.4 0.093
H 5.7482 3.5658 6.1279 0.1 0.0 0.1 0.087
H 5.4622 4.3057 4.5376 0.3 0.5 -0.3 0.074
H 3.0144 4.4357 3.8209 -0.9 -0.1 0.9 0.098
H 1.7218 3.3677 4.4746 0.4 0.7 0.6 0.084
H 2.4894 4.7815 5.4901 -0.8 0.1 0.1 0.065
H 3.2267 -0.7412 7.9284 0.4 0.8 -0.1 0.081
H 2.7213 0.7914 8.7070 1.0 -0.4 -0.5 0.081
H 4.4762 0.6315 8.1805 -1.1 -0.4 -0.3 0.095
H 2.3374 3.5821 7.4027 0.4 -0.4 -0.3 0.082
C -2.1217 5.4345 1.8089 -1.1 0.8 -0.3 -0.034
C -1.5169 5.9057 0.4837 -1.4 -2.0 -0.9 -0.478
C -1.7785 7.3745 0.2386 -0.1 -0.8 1.5 -0.174
C -1.0493 7.9490 -0.9089 0.7 -1.2 -0.7 -0.203
C 0.4333 7.7249 -0.6435 -0.2 -1.0 -2.8 -0.125
C 0.7977 6.1998 -0.3942 2.6 2.5 -0.5 -0.482
N -0.0627 5.7044 0.6216 0.4 -0.1 0.6 -0.092
O 0.4160 4.4074 1.0289 -1.4 0.0 -1.3 -0.015
C 0.8133 5.4444 -1.7249 -1.1 0.5 -1.7 -0.040
C 2.3210 6.2450 0.1074 -1.0 -0.6 0.3 -0.020
C -2.2468 5.0391 -0.6811 1.2 1.4 0.7 0.002
H -3.2481 5.5422 1.8210 1.2 0.1 -0.1 0.105
H -1.6747 6.0155 2.6396 -0.2 -0.7 -0.3 0.097
H -1.9387 4.3756 1.8219 0.2 -0.5 0.7 0.053
H -2.8458 7.5456 0.2016 -0.4 0.0 0.0 0.125
H -1.3885 7.7903 1.1800 -0.2 0.7 -0.3 0.132
H -1.2760 8.9949 -0.8964 0.0 0.7 -0.8 0.107
H -1.2395 7.4329 -1.9096 -0.4 1.0 1.3 0.123
H 0.7645 8.3536 0.1472 0.6 0.4 0.6 0.107
H 0.8480 8.0087 -1.6626 0.6 -0.1 1.5 0.135
H 0.8677 4.3682 -1.6318 0.2 -0.4 0.2 0.059
H -0.1109 5.6418 -2.3254 0.4 -0.2 0.7 0.074
H 1.5854 5.7612 -2.4638 0.0 -0.1 1.0 0.101
H 2.9601 6.9000 -0.4699 -0.2 0.4 -0.4 0.075
H 2.4737 6.4651 1.1646 -0.6 0.4 0.0 0.080
H 2.7600 5.2722 0.0272 0.2 -0.9 -0.3 0.044
H -3.3022 4.9139 -0.4963 -0.2 -0.3 0.6 0.066
H -1.7401 4.0774 -0.7350 -0.3 0.0 -0.3 0.044
H -2.2353 5.6129 -1.6139 0.5 -0.4 -0.1 0.067
H 0.2123 3.8199 0.2539 0.3 0.3 0.9 0.082
C 2.9861 2.3391 -3.2080 -1.2 -0.7 1.4 -0.032
C 4.2113 1.7128 -2.5130 -0.1 0.1 2.4 -0.454
C 4.2648 2.1767 -0.9652 0.0 0.7 -1.0 -0.098
C 5.3144 1.4150 -0.1148 -0.3 1.8 -1.0 -0.188
C 4.9041 0.0040 -0.2862 1.9 -2.2 0.7 -0.172
C 4.9954 -0.5415 -1.7255 2.4 -0.4 0.7 -0.497
N 4.0655 0.2115 -2.5248 -0.3 1.4 -0.7 -0.078
O 4.2320 -0.1907 -3.8766 -0.3 -0.3 -0.5 -0.055
C 6.5594 -0.5260 -2.1903 -1.9 0.8 -0.3 0.001
C 4.4397 -1.9713 -1.6706 0.4 -0.6 0.8 -0.035
C 5.4633 2.2150 -3.2077 -0.8 0.9 -2.3 -0.043
H 2.0057 1.8828 -2.8815 1.0 0.1 -0.1 0.083
H 3.0792 2.1505 -4.2485 0.0 0.0 -1.1 0.063
H 2.8421 3.4088 -3.0125 0.6 -0.1 -0.1 0.071
H 4.3245 3.3153 -0.9941 0.1 -1.4 0.3 0.131
H 3.3426 1.8840 -0.4754 -0.7 0.4 -0.2 0.084
H 5.2897 1.7230 0.9253 -0.3 0.1 0.3 0.097
H 6.3090 1.6968 -0.4383 0.4 -0.4 -0.2 0.094
H 3.8751 -0.0657 0.0338 -0.3 -0.3 0.3 0.092
H 5.5590 -0.7015 0.3483 -1.1 0.9 -0.7 0.153
H 6.6090 -0.7618 -3.2686 0.1 0.5 0.5 0.081
H 7.0706 0.4171 -1.9042 -0.4 -0.5 -0.6 0.063
H 7.0794 -1.2964 -1.6826 0.4 -1.0 0.7 0.051
H 3.5005 -1.7752 -1.1573 -0.5 -0.7 -0.2 0.068
H 4.2906 -2.4287 -2.6508 -0.1 0.2 0.1 0.072
H 5.0080 -2.7244 -1.0344 -0.3 1.2 -0.7 0.106
H 6.3598 2.2947 -2.6684 0.9 0.1 1.3 0.045
H 5.2602 3.2413 -3.6559 0.3 -1.2 0.5 0.110
H 5.7117 1.5229 -4.0214 -0.2 0.3 -0.1 0.084
H 3.4571 -0.7622 -4.0675 0.2 0.3 0.3 0.066
C 1.2609 -2.4852 -7.0523 -0.1 0.6 -0.7 -0.043
C 0.3213 -1.6721 -6.2202 -1.1 0.1 1.6 -0.487
C 0.9769 -0.8361 -5.1187 -0.4 -0.1 -0.1 -0.194
O 1.8909 -1.5869 -4.3386 -0.6 0.4 0.5 -0.231
C 1.2057 -2.6475 -3.6355 0.2 0.5 -0.2 -0.068
N -0.3795 -0.6837 -7.0333 0.6 -0.3 -0.5 0.037
H 0.6399 -3.1493 -7.6386 0.1 -0.5 -0.3 0.077
H 2.0390 -3.0344 -6.5305 -0.1 0.1 0.2 0.085
H 1.6838 -1.7588 -7.7484 0.5 -0.2 -0.1 0.091
H -0.5010 -2.3332 -5.8143 1.1 0.3 0.2 0.117
H 0.1352 -0.4237 -4.5041 0.7 -0.2 -0.1 0.111
H 1.4747 0.0259 -5.6071 0.1 -0.6 0.4 0.144
H 0.7055 -3.1961 -4.4090 -0.3 -0.8 -0.2 0.041
H 0.3895 -2.2715 -2.9414 1.4 -0.3 -0.3 0.094
H 2.0108 -3.2914 -3.2273 -0.8 0.5 0.3 0.104
H -0.8699 -1.2838 -7.6706 -0.8 0.4 -0.7 0.069
H -1.0397 -0.2145 -6.4339 -0.4 0.1 -0.1 0.068
C 0.8447 0.4449 0.1578 -2.3 1.0 -0.7 -0.006
C -0.4999 -0.0355 -0.4694 1.7 0.3 0.2 -0.403
C -0.7969 0.5915 -1.8483 0.7 -1.2 -0.6 -0.197
O -1.0778 1.9380 -1.7681 0.9 0.9 2.5 -0.246
C -1.2509 2.5898 -2.9804 0.2 -1.8 0.4 -0.067
N -0.3723 -1.4536 -0.6152 -1.4 -1.4 -0.7 0.074
H 1.6333 0.0816 -0.4899 0.5 -0.1 0.4 0.065
H 0.8611 0.2311 1.2501 0.4 -0.1 -1.0 0.080
H 0.6911 1.5110 -0.0122 1.0 0.4 0.5 0.061
H -1.2813 0.2660 0.2044 -0.6 0.1 0.2 0.090
H -1.7186 0.1553 -2.2149 -0.2 -0.9 -0.4 0.109
H 0.0295 0.4227 -2.6148 -0.7 -0.1 1.0 0.123
H -2.1766 2.2307 -3.3403 -1.3 0.1 -1.2 0.075
H -0.4624 2.2758 -3.6340 0.6 0.3 -0.8 0.090
H -1.2664 3.5869 -2.7016 0.0 2.1 -0.4 0.047
H -1.2238 -1.9681 -0.4052 -0.1 0.2 -0.3 0.068
H 0.3082 -1.8858 -0.0298 0.7 0.1 0.6 0.044
```
Positions in Å, forces in eV/Å.

Structure (SMILES): CC1(C)CCCC(C)(C)N1O.CC1(C)CCCC(C)(C)N1O.CC1(C)CCCC(C)(C)N1O.CC1(C)CCCC(C)(C)N1O.CC1(C)CCCC(C)(C)N1O.CC1(C)CCCC(C)(C)N1O.COC[C@H](C)N.COC[C@H](C)N
F_max (eV/Å): 3.6
Gap between HOMO and LUMO (eV): 8.75
Spin multiplicity: 1
E_HOMO (eV): -8.3

- What is the spin multiplicity in the second record?
  1